Here is a cluster of 3 separate species, C7H12O2 in total at a distorted geometry from the Open Molecules 2025 dataset. Energies are from ωB97M-V/def2-TZVPD.

Bonds (Å) are listed after each position.
CARTESIAN COORDINATES (ANGSTROEM)
1 O 1.83468 0.79724 -1.51670  H12 0.971, H14 0.971
2 O 1.49917 -1.78570 -1.65005  H17 1.042, H20 0.968
3 C -1.92022 0.53898 -0.60220  C8 1.368, C9 1.393, H11 1.191
4 C 0.11483 0.72947 1.38979  C6 1.366, C7 1.396, H16 1.123
5 C 0.37482 -1.74018 1.41455  C7 1.497, H18 1.112, H19 1.158, H21 1.075
6 C -0.52468 1.84473 0.92719  C4 1.366, C9 1.402, H15 1.101
7 C -0.25738 -0.50464 0.85311  C4 1.396, C5 1.497, C8 1.403
8 C -1.24114 -0.55705 -0.14565  C3 1.368, C7 1.403, H10 1.092
9 C -1.41249 1.75563 -0.15376  C3 1.393, C6 1.402, H13 1.121
10 H -1.53626 -1.53948 -0.51946  C8 1.092
11 H -2.90291 0.50819 -1.27364  C3 1.191
12 H 1.91842 1.09318 -0.59535  O1 0.971
13 H -1.89633 2.71106 -0.48335  C9 1.121
14 H 1.13806 1.42367 -1.77182  O1 0.971
15 H -0.32956 2.85905 1.30917  C6 1.101
16 H 0.96507 0.78105 2.12169  C4 1.123
17 H 1.66632 -0.76259 -1.54333  O2 1.042
18 H 0.91744 -2.35837 0.66630  C5 1.112
19 H -0.57225 -2.23388 1.86165  C5 1.158
20 H 1.10136 -1.90938 -2.52329  O2 0.968
21 H 1.06306 -1.65100 2.23513  C5 1.075

Output
- Energy relative to the best compared isomer or geometry (same formula, charge and spin): 10.7 kcal per mole
- 2S+1: 1
- E_LUMO: 0.6730 eV
- Highest occupied orbital energy: -9.0 eV
- SMILES: Cc1ccccc1.O.O
- Net charge: 0
- Gap between HOMO and LUMO: 9.69 eV
- Calculated total energy: -11547.938 eV